{"formula": "C24H33F5N5", "method": "ωB97M-V/def2-TZVPD", "energy_ha": -1707.3379, "gap_ha": 0.1421, "multiplicity": 1, "total_charge": -1, "e_homo_ev": -2.16, "species": ["N", "C", "F", "F", "C", "C", "C", "C", "C", "C", "F", "F", "F", "C", "H", "H", "H", "H", "H", "C", "C", "C", "C", "N", "H", "H", "H", "H", "H", "H", "H", "C", "C", "C", "C", "N", "H", "H", "H", "H", "H", "H", "H", "C", "C", "C", "C", "N", "H", "H", "H", "H", "H", "H", "H", "C", "C", "C", "C", "N", "H", "H", "H", "H", "H", "H", "H"], "xyz": [[-4.950737, 3.923487, -0.654337], [-3.982314, 3.579217, -1.562358], [-3.454431, 4.814818, -2.144452], [-4.488947, 2.798398, -2.579459], [-2.814124, 2.866758, -0.840839], [-3.044591, 1.970539, 0.182172], [-2.001115, 1.343783, 0.866758], [-0.676666, 1.627725, 0.478322], [-0.428771, 2.599521, -0.585685], [0.944805, 3.026707, -1.012924], [0.955682, 3.674544, -2.182036], [1.834686, 1.997690, -1.080158], [1.465327, 3.901356, -0.090864], [-1.510965, 3.191093, -1.225978], [-4.452946, 4.551850, -0.025356], [-4.068255, 1.774363, 0.487661], [-2.214230, 0.675225, 1.693769], [0.142823, 1.172584, 1.037833], [-1.341032, 3.925338, -2.004154], [-0.701688, -3.202712, -2.055112], [0.039459, -2.336398, -3.066504], [1.045140, -1.385706, -2.407732], [0.370461, -0.468967, -1.484537], [-0.145121, 0.252816, -0.757186], [-1.300704, -2.601849, -1.373630], [-1.381119, -3.885376, -2.564048], [-0.000130, -3.794658, -1.466399], [-0.687333, -1.764017, -3.646696], [0.574091, -2.980248, -3.768877], [1.563302, -0.796007, -3.167026], [1.791891, -1.953914, -1.850822], [1.810118, 6.646379, 0.523863], [1.885820, 8.026052, 1.169574], [2.415381, 7.990443, 2.608312], [1.543637, 7.181698, 3.471570], [0.866628, 6.552332, 4.145097], [1.116575, 5.991043, 1.047503], [1.460421, 6.729339, -0.504567], [2.791241, 6.167324, 0.511237], [0.893071, 8.480409, 1.154528], [2.540857, 8.664616, 0.571796], [2.463843, 9.001131, 3.015854], [3.420730, 7.566621, 2.632469], [3.801335, -1.861188, 1.075047], [3.661773, -3.148483, 1.880710], [3.852172, -4.410352, 1.029596], [2.842081, -4.465237, -0.034623], [2.046482, -4.494359, -0.856402], [3.037109, -1.788501, 0.299820], [3.687735, -0.992650, 1.722950], [4.781631, -1.801418, 0.597334], [2.677117, -3.168338, 2.351855], [4.401619, -3.149955, 2.683515], [3.756498, -5.302363, 1.649454], [4.843794, -4.419900, 0.574664], [-3.513238, -7.632675, -0.060912], [-2.231612, -7.097669, 0.568023], [-2.417078, -5.724983, 1.222395], [-2.842851, -4.735249, 0.224912], [-3.173134, -3.969276, -0.557161], [-3.863200, -6.986072, -0.866547], [-3.343054, -8.621528, -0.488335], [-4.309403, -7.717073, 0.681767], [-1.456276, -7.037011, -0.198451], [-1.881704, -7.805142, 1.323143], [-1.479996, -5.390661, 1.668790], [-3.168574, -5.775261, 2.011876]], "forces_ev_per_angstrom": [[-0.06, -0.32, -0.95], [-1.61, 0.55, 3.69], [0.69, -0.57, -1.11], [0.46, 0.23, -0.40], [0.21, 0.64, -1.94], [-0.06, -0.39, 0.29], [0.86, 1.24, -0.33], [-0.70, 2.82, 0.76], [-0.76, 0.45, 1.34], [-0.97, -0.20, 1.43], [0.35, -0.15, -0.17], [0.20, 0.46, -0.20], [0.43, -0.26, -0.33], [0.46, -0.70, 0.66], [-0.23, -0.06, 0.21], [0.04, 0.18, -0.22], [0.15, -0.02, -0.11], [-0.22, 0.72, 0.11], [-0.17, -0.15, 0.04], [0.11, 0.05, -0.05], [-0.17, -0.27, 0.06], [-0.20, 0.10, -0.22], [0.43, -0.32, -0.34], [0.70, -4.38, -2.45], [0.00, 0.07, -0.08], [-0.04, 0.03, 0.01], [-0.13, 0.06, -0.09], [0.09, 0.09, -0.01], [0.10, 0.09, 0.00], [0.03, 0.05, 0.08], [-0.01, -0.01, 0.02], [0.02, 0.21, 0.08], [-0.04, -0.17, -0.27], [-0.29, -0.02, -0.16], [0.52, 0.38, -0.25], [-0.30, -0.26, 0.32], [0.02, 0.02, 0.04], [0.02, -0.05, 0.00], [-0.03, -0.04, -0.01], [0.04, 0.07, 0.08], [0.01, 0.08, 0.11], [0.03, -0.04, 0.09], [-0.01, -0.03, 0.04], [0.00, -0.01, 0.03], [0.04, 0.30, -0.01], [-0.23, 0.21, 0.10], [0.53, -0.15, 0.41], [-0.10, -0.12, -0.30], [0.01, -0.02, 0.00], [0.01, 0.01, -0.02], [-0.01, 0.01, -0.01], [0.02, -0.10, 0.01], [-0.01, -0.12, 0.00], [0.00, -0.06, -0.08], [-0.02, -0.01, -0.05], [0.03, -0.04, -0.03], [-0.12, -0.23, -0.09], [0.09, -0.08, -0.29], [0.15, -0.27, 0.63], [-0.37, 0.18, -0.27], [-0.01, 0.05, 0.05], [-0.02, -0.01, 0.03], [-0.01, 0.01, -0.02], [0.05, 0.08, 0.07], [0.05, 0.09, 0.05], [-0.03, 0.08, 0.01], [-0.02, 0.04, -0.01]]}



{"formula": "C37H35As2F10N4O11OsS", "method": "ωB97M-V/def2-TZVPD", "energy_ha": -8436.1839, "gap_ha": 0.1319, "multiplicity": 1, "total_charge": 1, "e_homo_ev": -9.11, "species": ["Os", "C", "N", "C", "C", "N", "C", "C", "F", "C", "F", "C", "F", "C", "F", "C", "F", "C", "C", "N", "C", "C", "F", "C", "F", "C", "F", "C", "F", "C", "F", "H", "H", "H", "H", "H", "H", "H", "H", "H", "H", "H", "N", "C", "C", "C", "C", "C", "C", "S", "O", "O", "O", "H", "H", "H", "H", "H", "H", "C", "O", "C", "O", "C", "C", "As", "C", "C", "C", "As", "C", "C", "O", "O", "C", "C", "O", "O", "C", "C", "O", "O", "C", "H", "H", "H", "H", "H", "H", "H", "H", "H", "H", "H", "H", "H", "H", "H", "H", "H", "H"], "xyz": [[-0.033356, -0.237461, 0.157338], [0.072254, 0.966239, -2.627998], [-0.151876, 1.309018, -1.209084], [-1.541528, 1.807417, -1.040242], [-2.505357, 0.634858, -1.005626], [-1.958294, -0.406144, -0.109741], [-2.824242, -1.435213, 0.293888], [-4.150270, -1.622110, -0.106750], [-4.723898, -0.823971, -1.014035], [-4.933250, -2.646743, 0.398539], [-6.180747, -2.780211, -0.024211], [-4.423868, -3.531317, 1.333945], [-5.169857, -4.508410, 1.815350], [-3.109611, -3.383424, 1.741217], [-2.556933, -4.244947, 2.590771], [-2.357672, -2.358044, 1.221642], [-1.062900, -2.277357, 1.601597], [0.895514, 2.259585, -0.742161], [2.164598, 1.491814, -0.463806], [1.806349, 0.322822, 0.359053], [2.811584, -0.232263, 1.168146], [4.184755, -0.007210, 1.041307], [4.664891, 0.757210, 0.050968], [5.103833, -0.607610, 1.880637], [6.396421, -0.375242, 1.709611], [4.680750, -1.467947, 2.881037], [5.559215, -2.063285, 3.663873], [3.327820, -1.735505, 3.018328], [2.901227, -2.602578, 3.922070], [2.438126, -1.125330, 2.165484], [1.141357, -1.457696, 2.255827], [0.051854, 1.883030, -3.221228], [-0.694402, 0.285818, -2.968072], [1.037774, 0.479779, -2.743040], [-1.807652, 2.488311, -1.851669], [-1.593358, 2.365168, -0.109332], [-2.671290, 0.211653, -1.998610], [-3.465608, 1.010873, -0.653231], [0.547523, 2.720897, 0.179201], [1.068207, 3.046388, -1.479489], [2.865177, 2.148929, 0.049236], [2.644922, 1.163893, -1.388478], [-0.726134, 1.156602, 1.846037], [-0.395406, 0.975485, 3.251560], [0.179272, 2.032311, 3.937746], [0.426470, 1.908026, 5.296297], [0.116573, 0.723210, 5.948207], [-0.439544, -0.340482, 5.243933], [-0.688035, -0.219946, 3.890696], [0.178107, 0.629464, 7.739239], [1.236002, 1.552238, 8.099464], [0.445656, -0.774703, 7.993420], [-1.165835, 1.066472, 8.065602], [-0.682939, 2.134271, 1.586406], [-1.674145, 0.829751, 1.679650], [0.406163, 2.961819, 3.422056], [0.860673, 2.720459, 5.863774], [-0.667587, -1.251746, 5.781084], [-1.124382, -1.037942, 3.340771], [-1.102786, -2.332331, -6.084362], [-0.312468, -3.022195, -5.093201], [-0.404388, -2.585225, -3.852620], [-1.022884, -1.599794, -3.517855], [0.328360, -3.417720, -2.855552], [0.556326, -4.718448, -3.067159], [1.318593, -6.115550, -1.794817], [0.072584, -7.548875, -2.231716], [0.397373, -5.020499, -0.467183], [1.203806, -3.966088, -0.241982], [0.747599, -2.343032, -1.197573], [2.490518, -1.868380, -1.940212], [2.590871, -4.112163, 0.318977], [3.356207, -3.183959, 0.416882], [2.808913, -5.321196, 0.812151], [4.032276, -5.480812, 1.566807], [-1.083810, -4.796785, -0.563837], [-1.532253, -3.743218, -0.957594], [-1.903756, -5.765022, -0.207006], [-1.470483, -6.891157, 0.586128], [0.044261, -5.403086, -4.316836], [-1.092646, -5.776651, -4.360020], [0.905194, -5.670035, -5.297135], [2.251467, -5.180759, -5.222273], [-0.947446, -2.878322, -7.007662], [-0.763594, -1.303123, -6.178699], [-2.151030, -2.348343, -5.796605], [0.350834, -7.917605, -3.219452], [-0.965323, -7.227676, -2.259308], [0.218088, -8.358417, -1.518143], [3.062652, -2.773844, -2.128461], [3.068044, -1.216773, -1.293812], [2.289960, -1.377225, -2.895306], [4.140321, -6.547856, 1.723587], [3.936131, -4.963809, 2.520016], [4.877253, -5.080069, 1.013411], [-1.987478, -7.762677, 0.197903], [-1.773485, -6.709013, 1.614487], [-0.393857, -7.033327, 0.542883], [2.692179, -5.392999, -6.190481], [2.816825, -5.702280, -4.449075], [2.266180, -4.106937, -5.040354]], "forces_ev_per_angstrom": [[-0.18, 0.06, 0.91], [0.10, 0.10, -0.09], [0.06, -0.21, 0.36], [-0.15, 0.06, -0.23], [-0.06, 0.01, 0.13], [-0.03, -0.59, -0.65], [-0.13, 0.38, 0.17], [-0.04, 0.03, -0.06], [-0.02, -0.05, -0.01], [0.00, -0.02, -0.02], [0.01, 0.01, 0.02], [0.02, 0.02, -0.01], [0.01, -0.02, -0.03], [0.00, -0.04, 0.03], [-0.02, 0.01, -0.02], [0.06, -0.04, 0.15], [0.05, -0.10, -0.17], [-0.04, 0.18, -0.13], [0.02, 0.11, 0.22], [0.16, -0.32, 0.09], [0.02, 0.09, -0.18], [0.05, 0.01, -0.07], [0.05, -0.02, 0.03], [0.01, 0.03, 0.02], [-0.01, -0.01, 0.00], [-0.06, 0.01, 0.00], [0.00, 0.00, -0.01], [0.04, 0.10, 0.08], [0.00, -0.03, -0.03], [0.00, 0.00, 0.14], [-0.01, -0.17, -0.16], [0.02, 0.01, 0.01], [-0.04, -0.01, 0.02], [0.01, 0.05, 0.02], [0.07, 0.03, 0.00], [-0.02, 0.08, -0.05], [0.04, 0.02, -0.02], [-0.01, -0.04, 0.01], [0.02, 0.08, -0.06], [-0.09, -0.02, -0.04], [-0.01, -0.02, 0.01], [0.05, 0.01, 0.01], [-0.08, -0.90, -0.96], [0.36, 0.16, 0.02], [0.10, 0.08, -0.06], [0.17, -0.08, -0.11], [-0.34, 0.06, -0.06], [0.19, 0.07, -0.05], [-0.24, 0.11, -0.02], [0.17, -0.09, 0.18], [-0.01, -0.06, -0.03], [0.03, 0.09, -0.02], [-0.01, 0.00, 0.04], [0.02, 0.08, 0.32], [-0.22, 0.42, 0.34], [-0.02, 0.01, 0.01], [-0.03, 0.00, 0.04], [-0.02, 0.01, 0.01], [-0.09, -0.03, 0.06], [-0.06, 0.02, 0.01], [0.09, 0.05, -0.06], [0.04, 0.01, 0.06], [-0.09, -0.03, -0.01], [-0.14, -0.08, 0.06], [0.03, 0.02, 0.04], [0.04, 0.07, -0.10], [-0.07, -0.06, -0.01], [-0.10, -0.11, -0.06], [0.11, 0.13, 0.50], [0.20, 0.13, -0.56], [0.14, 0.02, 0.05], [-0.04, -0.01, -0.19], [0.01, -0.01, -0.04], [0.00, -0.03, 0.08], [0.04, 0.01, -0.03], [0.04, 0.12, -0.02], [-0.11, 0.06, 0.07], [0.00, -0.07, 0.05], [-0.04, 0.02, 0.07], [-0.01, 0.14, 0.02], [-0.01, -0.01, -0.01], [0.05, -0.12, 0.04], [-0.01, 0.05, -0.02], [0.01, -0.01, 0.00], [0.02, -0.01, 0.00], [0.00, -0.03, 0.00], [0.00, -0.01, 0.00], [0.00, 0.00, 0.01], [0.03, 0.02, 0.02], [0.00, 0.01, -0.05], [-0.01, -0.01, 0.02], [-0.01, -0.01, 0.00], [-0.01, 0.00, 0.01], [-0.01, 0.00, 0.00], [0.00, -0.02, -0.03], [0.01, 0.00, -0.03], [0.00, 0.02, 0.01], [0.01, 0.01, -0.01], [0.00, -0.01, 0.00], [0.00, 0.00, 0.01], [-0.01, 0.00, -0.02]]}



{"formula": "C3H9NO2", "method": "ωB97M-V/def2-TZVPD", "energy_ha": -324.8628, "gap_ha": 0.3612, "smiles": "CC(=O)O.CN", "multiplicity": 1, "e_homo_ev": -9.39, "de_lowest_ev": 2.988, "species": ["C", "C", "O", "O", "H", "H", "H", "H", "C", "N", "H", "H", "H", "H", "H"], "xyz": [[-0.733638, 1.959225, 0.783545], [-1.409228, 1.067945, -0.245069], [-1.610903, 1.278191, -1.459596], [-2.130994, -0.001853, 0.389587], [-0.575052, 1.498396, 1.911173], [-1.464933, 2.702518, 0.901936], [0.171797, 2.385802, 0.537305], [-2.548837, -0.818676, -0.308503], [2.972683, -1.374157, -0.194288], [2.295717, -2.499486, 0.395826], [2.653548, -0.316610, -0.196680], [3.319388, -1.847232, -1.041008], [3.841245, -1.164770, 0.378357], [2.236883, -2.541109, 1.425646], [1.252211, -2.530698, 0.115940]], "forces_ev_per_angstrom": [[-1.05, -3.08, 3.16], [-2.78, -1.75, -2.89], [1.53, -0.36, 3.97], [0.01, -1.97, -2.76], [-0.64, 0.68, -3.16], [-0.87, 1.42, 0.32], [1.79, 0.76, -1.16], [2.02, 4.29, 2.53], [0.47, 0.70, 1.94], [-3.93, -0.54, 1.21], [-1.30, -0.64, -0.74], [0.77, 0.45, -2.77], [1.33, -0.48, 0.75], [0.35, 0.47, -0.73], [2.29, 0.04, 0.34]]}